[1]
{"formula": "C5H6O2", "method": "ωB97M-V with the def2-TZVPD basis set", "species": ["O", "C", "C", "C", "C", "C", "O", "H", "H", "H", "H", "H", "H"], "coordinates": [[2.069, 1.263, -0.665], [2.328, 0.024, -0.032], [1.051, -0.598, 0.371], [-0.151, -0.583, 0.511], [-1.601, -0.486, 0.591], [-2.236, 0.013, -0.710], [-3.192, 0.746, -0.736], [1.508, 1.745, -0.036], [2.923, 0.178, 0.870], [2.938, -0.592, -0.704], [-1.928, 0.165, 1.411], [-1.942, -1.510, 0.771], [-1.767, -0.364, -1.642]], "atomic_forces_ev_per_a": [[-0.0784, 0.1526, 0.2680], [0.2976, -0.4162, 0.3998], [-0.8453, 0.4965, -0.4834], [0.8493, 0.1938, -0.1084], [-0.0096, -0.1492, 0.1238], [-0.2645, 0.1013, 0.0661], [0.5413, -0.3780, 0.0823], [0.1951, 0.0090, -0.4442], [0.1792, -0.0243, 0.0696], [-0.3744, 0.1379, 0.0401], [0.0195, -0.2625, -0.1484], [-0.4752, 0.0849, 0.0360], [-0.0346, 0.0542, 0.0986]], "nbo_charge": [-0.691, -0.132, -0.040, -0.005, -0.591, 0.457, -0.500, 0.468, 0.186, 0.209, 0.255, 0.263, 0.120], "gap_ev": 10.6, "homo_energy_ev": -9.92, "e_above_lowest_kj_mol": 255.6, "max_force_ev_per_a": 1.09, "smiles": "O=CCC#CCO"}



[2]
{"formula": "C5H6O2", "method": "ωB97M-V with the def2-TZVPD basis set", "species": ["C", "C", "O", "C", "O", "C", "C", "H", "H", "H", "H", "H", "H"], "coordinates": [[0.135, -1.504, -0.910], [0.290, -0.602, 0.318], [1.305, 0.408, 0.071], [0.759, 1.668, 0.172], [1.350, 2.690, -0.042], [-0.657, 1.499, 0.571], [-0.926, 0.201, 0.654], [1.130, -1.628, -1.342], [-0.252, -2.508, -0.679], [-0.532, -1.055, -1.654], [0.559, -1.232, 1.180], [-1.301, 2.350, 0.728], [-1.857, -0.284, 0.915]], "atomic_forces_ev_per_a": [[0.0938, 0.0184, -0.1530], [-0.0713, 0.0304, -0.0441], [-0.2045, -0.1457, 0.0330], [-0.0935, 0.0499, 0.0209], [0.0476, -0.6911, 0.0676], [-0.1887, -0.2506, 0.0121], [-0.0122, 0.2002, 0.0182], [-0.1351, -0.0540, -0.0745], [0.0629, 0.4044, 0.1917], [0.2298, 0.0100, 0.0662], [0.3548, 0.3954, -0.1418], [-0.0223, -0.0801, 0.0180], [-0.0614, 0.1129, -0.0143]], "nbo_charge": [-0.627, 0.049, -0.491, 0.747, -0.554, -0.322, -0.139, 0.237, 0.220, 0.216, 0.202, 0.238, 0.224], "gap_ev": 11.0, "homo_energy_ev": -10.45, "e_above_lowest_kj_mol": 10.3, "max_force_ev_per_a": 0.70, "smiles": "C[C@@H]1C=CC(=O)O1"}



[3]
{"formula": "C5H6O2", "method": "ωB97M-V with the def2-TZVPD basis set", "species": ["C", "C", "C", "C", "C", "H", "H", "H", "H", "H", "H", "O", "O"], "coordinates": [[-2.726, 0.236, -0.091], [-1.449, 0.405, 0.216], [0.777, -0.251, -0.273], [1.605, -1.394, 0.089], [1.618, 0.925, -0.249], [-2.781, -0.750, -0.871], [-3.385, 0.978, 0.153], [-1.005, 1.179, 0.801], [1.438, -2.499, 0.670], [2.720, -0.950, 0.065], [2.706, 0.520, -0.154], [-0.618, -0.479, -0.317], [1.101, 2.080, -0.040]], "atomic_forces_ev_per_a": [[2.4242, -3.9066, -2.6397], [-1.6378, 1.0229, 0.0306], [0.7358, -6.6834, 1.8531], [0.3139, 2.1154, 0.7654], [-2.2640, 4.0963, 1.4957], [-0.8239, 3.1179, 2.2829], [-2.1598, 1.1201, 0.4970], [0.0464, 0.4832, 0.3301], [-0.0033, 3.4997, -2.2553], [-2.4254, -2.4335, 0.1758], [-1.3218, 2.1858, -0.5719], [4.2498, -0.5867, -0.8291], [2.8659, -4.0310, -1.1346]], "nbo_charge": [-0.484, 0.122, 0.173, -0.342, 0.327, 0.214, 0.213, 0.202, 0.262, 0.185, 0.150, -0.481, -0.541], "gap_ev": 8.3, "homo_energy_ev": -8.89, "e_above_lowest_kj_mol": 491.2, "max_force_ev_per_a": 6.97, "smiles": "C=COC(=C)C=O"}



[4]
{"formula": "C5H6O2", "method": "ωB97M-V with the def2-TZVPD basis set", "species": ["C", "C", "O", "C", "O", "C", "C", "H", "H", "H", "H", "H", "H"], "coordinates": [[0.017, 1.570, 1.180], [-0.270, 0.095, 1.111], [-1.930, 0.388, -1.637], [-1.172, -0.205, -2.294], [-0.425, -0.795, -2.968], [0.471, -0.786, 0.488], [1.185, -1.658, -0.167], [0.926, 1.823, 0.630], [0.147, 1.881, 2.221], [-0.813, 2.152, 0.765], [-1.164, -0.259, 1.614], [0.973, -1.892, -1.203], [2.017, -2.180, 0.295]], "atomic_forces_ev_per_a": [[0.0851, 0.0716, -0.0308], [0.2966, -0.2591, -0.2224], [0.4777, -0.3770, -0.5165], [-0.0882, 0.0516, -0.0163], [-0.5041, 0.4049, 0.4739], [-0.2285, 0.2732, 0.1323], [0.0712, -0.0358, 0.0426], [-0.0981, -0.0427, 0.0619], [-0.0110, 0.0011, -0.0839], [0.0637, -0.1070, 0.0336], [-0.0182, -0.0531, 0.0390], [0.0269, 0.0281, 0.0304], [-0.0730, 0.0441, 0.0562]], "nbo_charge": [-0.627, -0.272, -0.512, 1.034, -0.522, 0.074, -0.497, 0.218, 0.217, 0.220, 0.223, 0.225, 0.220], "gap_ev": 10.1, "homo_energy_ev": -9.48, "e_above_lowest_kj_mol": 78.5, "max_force_ev_per_a": 0.80, "smiles": "C=C=CC.O=C=O"}



[5]
{"formula": "C5H6O2", "method": "ωB97M-V with the def2-TZVPD basis set", "species": ["O", "C", "C", "O", "C", "C", "C", "H", "H", "H", "H", "H", "H"], "coordinates": [[1.154, 2.109, 0.421], [0.668, 1.026, 0.193], [1.467, -0.267, -0.060], [0.670, -1.091, -0.900], [-0.649, -0.660, -0.789], [-1.222, -0.606, 0.561], [-0.747, 0.702, 0.014], [1.663, -0.742, 0.914], [2.414, -0.075, -0.562], [-1.084, -0.162, -1.633], [-0.577, -0.954, 1.363], [-2.279, -0.752, 0.720], [-1.478, 1.471, -0.243]], "atomic_forces_ev_per_a": [[0.0303, -0.2535, -0.0937], [0.2647, 0.2392, 0.4097], [0.2967, 0.1846, 0.1816], [-0.0520, 0.2551, -0.0243], [-0.0078, 1.6595, 0.2267], [-0.1948, -0.1435, 0.2487], [0.2969, 0.3478, 0.5976], [0.0800, -0.0027, -0.1835], [-0.0371, 0.0853, 0.1043], [-0.8021, -1.7962, -1.1852], [-0.2509, -0.4887, -0.2272], [-0.0421, 0.1293, 0.0451], [0.4181, -0.2160, -0.0997]], "nbo_charge": [-0.528, 0.548, -0.183, -0.497, 0.077, -0.423, -0.360, 0.190, 0.222, 0.235, 0.235, 0.242, 0.242], "gap_ev": 10.2, "homo_energy_ev": -9.33, "e_above_lowest_kj_mol": 227.8, "max_force_ev_per_a": 2.30, "smiles": "O=C1CO[C@H]2C[C@@H]12"}



[6]
{"formula": "C5H6O2", "method": "ωB97M-V with the def2-TZVPD basis set", "species": ["O", "C", "C", "O", "C", "C", "C", "H", "H", "H", "H", "H", "H"], "coordinates": [[0.813, 2.056, 0.070], [0.402, 0.927, 0.197], [1.339, -0.263, -0.059], [1.014, -0.801, -1.364], [0.094, -0.115, -1.981], [-1.380, -0.407, 1.350], [-1.007, 0.624, 0.595], [1.241, -1.076, 0.664], [2.379, 0.063, -0.075], [-0.034, -0.641, -2.951], [-0.687, -1.160, 1.717], [-2.412, -0.544, 1.661], [-1.736, 1.356, 0.257]], "atomic_forces_ev_per_a": [[-0.1006, -0.2135, 0.3166], [-0.0309, 0.0867, -0.0493], [0.1268, 0.0388, 0.1924], [-0.3518, 0.1845, -0.2329], [0.2264, -0.3860, -0.1454], [0.0490, -0.0257, 0.0158], [-0.0992, 0.0269, 0.1765], [-0.1033, 0.0723, -0.1104], [-0.1377, 0.0830, -0.1152], [0.1221, -0.0865, 0.0894], [-0.0004, 0.1573, -0.0918], [0.1343, 0.0966, -0.1332], [0.1651, -0.0343, 0.0874]], "nbo_charge": [-0.512, 0.522, -0.165, -0.452, 0.104, -0.356, -0.274, 0.197, 0.215, 0.091, 0.189, 0.209, 0.231], "gap_ev": 9.2, "homo_energy_ev": -8.86, "e_above_lowest_kj_mol": 407.5, "max_force_ev_per_a": 0.47}



[7]
{"formula": "C5H6O2", "method": "ωB97M-V with the def2-TZVPD basis set", "species": ["O", "C", "C", "C", "C", "C", "O", "H", "H", "H", "H", "H", "H"], "coordinates": [[-0.429, 0.334, -2.421], [-0.747, -0.729, -1.554], [-0.448, -0.444, -0.129], [-0.408, -0.702, 1.096], [0.106, -0.226, 2.286], [0.779, 0.645, 0.717], [1.948, 0.474, 0.451], [0.533, 0.423, -2.439], [-0.233, -1.658, -1.839], [-1.822, -0.905, -1.660], [0.978, -0.712, 2.715], [-0.552, 0.307, 2.969], [0.193, 1.563, 0.779]], "atomic_forces_ev_per_a": [[0.2797, 0.0637, -0.0105], [-0.1541, -0.2517, 0.1488], [-0.1015, -0.2082, 0.2815], [-0.0222, 0.0662, -0.2974], [-0.0556, -0.0919, 0.1624], [0.4165, 0.3734, -0.1763], [-0.3439, -0.0519, 0.0693], [-0.1310, 0.0778, -0.0025], [-0.0583, 0.1558, 0.0281], [0.1300, 0.0122, 0.0206], [-0.1043, 0.0843, -0.0846], [0.1059, -0.0635, -0.1231], [0.0387, -0.1663, -0.0163]], "nbo_charge": [-0.695, -0.113, -0.071, 0.082, -0.507, 0.403, -0.638, 0.477, 0.197, 0.213, 0.244, 0.233, 0.176], "gap_ev": 9.3, "homo_energy_ev": -8.68, "e_above_lowest_kj_mol": 463.7, "max_force_ev_per_a": 0.59}



[8]
{"formula": "C5H6O2", "method": "ωB97M-V with the def2-TZVPD basis set", "species": ["C", "C", "C", "C", "C", "O", "O", "H", "H", "H", "H", "H", "H"], "coordinates": [[-0.466, -1.241, 1.159], [0.357, -1.927, 0.477], [2.486, 0.875, -0.577], [-1.549, -0.284, 0.744], [-1.471, 0.126, -0.686], [1.393, 0.343, -0.403], [-2.390, 0.068, 1.491], [-0.338, -1.017, 2.212], [3.116, 0.900, -1.435], [2.942, 1.482, 0.245], [-1.483, -0.823, -1.479], [-0.470, 0.550, -0.819], [-2.127, 0.949, -0.928]], "atomic_forces_ev_per_a": [[-0.7784, 1.3609, 1.4066], [0.5706, -1.0790, -0.4523], [-1.8854, 0.2155, 2.5106], [0.4022, -1.1149, -2.5210], [0.9530, -1.2855, -2.2271], [2.8477, 1.1703, -1.0358], [-1.0903, 0.7037, 1.5316], [0.4792, -0.8011, 0.3580], [0.1112, -0.6556, -1.4857], [-0.2965, -0.3070, -0.0974], [-0.2597, 2.4250, 2.2460], [-0.2892, -0.3178, -0.0861], [-0.7644, -0.3143, -0.1475]], "nbo_charge": [-0.757, 0.313, 0.302, 0.611, -0.730, -0.524, -0.505, 0.322, 0.122, 0.100, 0.244, 0.270, 0.233], "gap_ev": 9.6, "homo_energy_ev": -10.08, "e_above_lowest_kj_mol": 556.6, "max_force_ev_per_a": 3.32}



[9]
{"formula": "C5H6O2", "method": "ωB97M-V with the def2-TZVPD basis set", "species": ["C", "C", "O", "C", "O", "C", "C", "H", "H", "H", "H", "H", "H"], "coordinates": [[-1.515, -0.572, -0.379], [-0.529, 0.461, 0.681], [0.125, -0.803, 0.842], [1.196, -0.861, 0.007], [1.639, -1.921, -0.360], [1.565, 0.542, -0.260], [0.581, 1.343, 0.186], [-1.520, -1.700, -0.278], [-2.494, -0.210, -0.156], [-1.108, -0.350, -1.362], [-1.058, 0.833, 1.584], [2.510, 0.804, -0.715], [0.606, 2.435, 0.209]], "atomic_forces_ev_per_a": [[-0.6293, 2.0073, 0.0024], [-1.0015, -2.3960, -1.0355], [2.6875, -0.7765, 2.0895], [-0.0304, -0.4946, 0.6356], [0.1817, 0.6177, -0.0047], [-0.0719, 0.4568, 0.0386], [-0.1190, -0.5186, -0.7647], [0.5135, 1.6190, 0.6938], [-1.0106, 0.2346, -0.8168], [-0.4938, 0.2371, -0.1812], [0.3770, -0.6263, -0.5785], [-0.1190, 0.0830, 0.0742], [-0.2842, -0.4436, -0.1526]], "nbo_charge": [-0.540, 0.039, -0.487, 0.719, -0.573, -0.303, -0.179, 0.237, 0.198, 0.211, 0.208, 0.238, 0.232], "gap_ev": 9.5, "homo_energy_ev": -9.34, "e_above_lowest_kj_mol": 255.9, "max_force_ev_per_a": 3.49, "smiles": "C[C@@H]1C=CC(=O)O1"}



[10]
{"formula": "C5H6O2", "method": "ωB97M-V with the def2-TZVPD basis set", "species": ["O", "C", "C", "C", "C", "C", "O", "H", "H", "H", "H", "H", "H"], "coordinates": [[-2.728, -0.614, -0.255], [-2.057, -0.396, 0.968], [-0.600, -0.280, 0.797], [0.585, -0.212, 0.582], [1.971, -0.010, 0.160], [1.938, 0.731, -1.172], [2.474, 0.333, -2.174], [-2.317, -1.375, -0.683], [-2.280, -1.186, 1.701], [-2.454, 0.541, 1.369], [2.516, -0.949, 0.029], [2.506, 0.605, 0.896], [1.349, 1.671, -1.156]], "atomic_forces_ev_per_a": [[0.0325, -0.2297, -0.1463], [0.0995, 0.1196, 0.3255], [0.4866, 0.0139, -0.1126], [-0.5575, 0.0012, 0.0842], [0.0496, -0.0825, -0.0214], [0.1945, -0.0888, -0.3023], [-0.1976, 0.1874, 0.4576], [-0.1067, 0.1248, 0.0014], [0.0475, 0.1037, -0.1263], [0.0628, -0.1234, -0.0247], [-0.1060, 0.1147, 0.0412], [-0.0860, -0.0618, -0.1166], [0.0807, -0.0790, -0.0596]], "nbo_charge": [-0.694, -0.133, -0.028, -0.014, -0.578, 0.459, -0.502, 0.470, 0.189, 0.209, 0.253, 0.253, 0.115], "gap_ev": 10.7, "homo_energy_ev": -9.89, "e_above_lowest_kj_mol": 231.1, "max_force_ev_per_a": 0.56, "smiles": "O=CCC#CCO"}